A single C4H4OS2 molecule. Source: the OMol25 dataset; level of theory: wB97M-V/def2-TZVPD.

Values from the calculation:
E_HOMO ... -0.298 hartree
DFT total energy ... -27928.435 eV
Energy relative to the best compared isomer or geometry (same formula, charge and spin) ... 166.7 kJ/mol

Each line ends with the Löwdin charge.
Element x y z (Å)
C: -0.2009 0.4397 -0.3356  -0.157
C: -0.3465 0.0038 -1.6047  -0.420
C: 0.7089 -1.8767 -0.2433  -0.805
C: 0.5150 -0.6323 0.5462  -0.257
O: 1.5015 -3.9613 -1.3217  -0.627
S: 0.3463 -1.5633 -1.9711  0.958
S: 1.3386 -3.3542 -0.0028  0.860
H: -0.7698 1.3593 0.0754  0.132
H: -0.8593 0.3553 -2.4526  0.044
H: 1.4394 -0.4206 1.1812  0.134
H: -0.2698 -0.7221 1.3911  0.138